Below is one molecule with the formula C13H14N8O2S in a non-equilibrium geometry, with properties calculated with ωB97M-V with the def2-TZVPD basis set.

Last column: Mulliken charge in e.
Positions of all 38 atoms, in Å:
H 2.445046 -2.254537 -2.612495  0.2642
O 4.532099 -1.771599 0.916287  -0.1214
N -1.707206 1.992579 -1.249096  -0.2317
H -2.463067 2.671579 -1.371995  0.2923
H 2.138766 0.753552 1.579503  0.4843
C 3.022059 -0.978049 -0.339205  0.8298
H -0.289921 1.499415 1.589161  0.2438
H -5.278084 -3.614112 0.600943  0.3845
N 4.450645 -2.656136 -0.109128  -0.5560
H 2.556568 2.274704 0.801648  0.3655
S -2.063237 -2.077475 0.053284  -0.0247
C 3.522400 -2.210802 -0.920430  0.3301
C 0.538188 2.211827 1.557528  -0.0604
H 1.671579 3.413230 2.947745  0.3325
C -4.597345 -1.628932 -0.037161  -0.6819
N -1.962832 0.739078 -0.862189  0.0137
C 1.756145 1.538101 0.922705  -0.4633
C -3.158061 0.334479 -0.687089  -0.1819
N 1.537033 -0.483416 -2.095541  -0.8155
C 0.857298 2.692767 2.966868  -1.5217
N 0.652438 0.374752 -2.392797  -0.7406
H -2.756184 -4.294070 0.767770  0.4088
O -0.149037 3.551565 -1.726175  -0.6092
C 1.446179 0.943253 -0.396175  0.9097
N 3.075552 -2.796053 -2.037682  -0.3603
C -4.451587 -2.962999 0.380008  -0.4327
H -5.546525 -1.141924 -0.172905  0.3830
H 1.152456 1.857828 3.598435  0.3606
H 3.585214 -3.574871 -2.412472  0.2314
H 0.231286 3.060748 0.944845  0.1904
C -3.146725 -3.340084 0.473603  -0.4483
C -3.394295 -1.005487 -0.258005  0.4480
C 0.547789 1.280668 -1.391997  0.4682
H -0.012342 3.169992 3.411501  0.4272
N 2.044733 -0.182933 -0.886036  0.5053
N 3.669947 -0.760863 0.770393  -0.3022
C -0.422924 2.401335 -1.474594  -0.6405
H -4.034057 0.972895 -0.849068  0.3192

Atomic forces in eV per Å
H 0.1 -0.1 0.0
O 0.1 0.1 0.3
N -0.8 0.8 -0.2
H 0.3 -0.2 0.0
H 0.0 0.2 0.0
C 1.4 -1.4 0.4
H 0.0 0.0 -0.1
H -0.1 -0.1 0.0
N -0.3 -0.4 -0.9
H 0.1 -0.1 0.1
S -0.6 0.0 0.0
C 0.2 0.7 1.2
C 0.2 0.0 0.1
H 0.1 0.1 0.1
C 0.4 0.5 -0.2
N -0.2 -0.8 0.3
C -0.2 0.1 0.3
C 0.2 1.1 -0.3
N 0.5 -0.9 -0.4
C -0.1 0.0 -0.2
N -0.5 0.3 -0.3
H 0.0 -0.2 0.1
O 0.1 0.0 0.0
C -0.3 0.1 -0.5
N -0.1 -0.4 -0.5
C 0.2 -0.4 0.1
H -0.2 0.1 0.0
H 0.0 -0.1 0.1
H 0.0 0.0 0.0
H -0.1 0.0 0.0
C 0.1 0.2 -0.1
C 0.0 -1.1 0.3
C 1.1 -0.2 0.7
H 0.0 0.1 0.1
N -0.9 1.3 0.2
N -0.7 0.6 -0.4
C -0.1 0.0 0.0
H 0.1 0.0 0.0

As for the SMILES: CCCc1c(C(=O)N/N=C/c2cccs2)nnn1-c1nonc1N. The calculation puts the gap between HOMO and LUMO at 0.311 Eh.